1.
C33H53AlB2Br2ClF2KN3O18P | ωB97M-V/def2-TZVPD

Computed properties:
Orbital gap ... 3.03 eV
LUMO ... -3.89 eV
HOMO ... -6.92 eV

```
117
Properties=species:S:1:pos:R:3:mulliken_charge:R:1
C -0.629 1.278 -0.392 -2.30
C -0.202 0.014 0.390 2.47
C -1.320 -1.021 0.478 -0.35
C -0.827 -2.452 0.833 -1.09
C 0.414 -2.461 1.704 -0.24
C 0.242 -2.185 3.036 -0.07
N 1.261 -2.203 3.926 0.02
B 0.946 -1.935 5.416 0.49
N 1.171 -0.628 5.972 -0.46
O 0.437 -2.973 6.124 -0.57
C 2.493 -2.455 3.519 -1.01
C 2.781 -2.723 2.178 0.89
C 4.221 -2.996 1.847 -0.07
C 4.805 -4.082 2.466 -0.75
C 6.124 -4.395 2.180 -0.73
C 6.763 -3.539 1.300 -0.44
C 6.069 -2.469 0.769 -0.54
N 4.797 -2.158 0.984 -0.25
C 1.738 -2.744 1.258 0.62
C 1.969 -3.070 -0.167 0.61
O 1.252 -3.893 -0.765 -0.40
O 2.959 -2.502 -0.824 -0.27
P 3.061 -2.973 -2.443 0.23
C 4.411 -1.982 -3.102 -1.02
O 3.621 -4.492 -2.495 -0.48
H -1.484 1.108 -1.079 0.57
H -0.813 2.088 0.348 0.57
H 0.199 1.612 -1.018 0.44
H 0.635 -0.430 -0.178 -0.42
H 0.113 0.338 1.377 -0.75
H -1.835 -1.077 -0.482 0.14
H -2.025 -0.700 1.239 0.18
H -1.616 -2.889 1.442 0.50
H -0.702 -3.051 -0.060 0.14
H -0.748 -1.966 3.410 0.46
H 0.580 0.028 5.458 0.27
H 2.138 -0.364 5.765 0.33
H -0.414 -2.729 6.506 0.35
H 3.310 -2.450 4.231 0.94
H 4.234 -4.685 3.158 0.49
H 6.647 -5.228 2.621 0.46
H 7.794 -3.699 1.023 0.44
H 6.608 -1.799 0.106 0.51
H 4.231 -0.926 -2.921 0.34
H 4.389 -2.176 -4.174 0.37
H 5.387 -2.306 -2.744 0.36
H 3.165 -4.910 -3.237 0.33
C -5.546 -1.687 0.270 -0.93
C -5.314 -0.240 0.751 -0.48
O -4.001 0.092 0.566 -0.65
H -4.932 -2.391 0.837 0.18
H -6.595 -1.983 0.405 0.39
H -5.310 -1.792 -0.793 0.20
H -5.701 -0.216 1.791 0.22
H -6.070 0.376 0.208 0.18
C 0.414 -10.069 0.563 -0.74
O 1.782 -9.751 0.368 -0.38
C 2.182 -9.810 -0.991 -0.60
C 2.272 -8.430 -1.603 -0.37
O 0.996 -7.812 -1.699 -0.42
C 0.770 -6.851 -0.679 -0.19
H 0.152 -9.792 1.582 0.25
H -0.232 -9.522 -0.128 0.32
H 0.253 -11.145 0.441 0.33
H 1.502 -10.442 -1.569 0.33
H 3.175 -10.270 -1.015 0.37
H 2.663 -8.523 -2.622 0.39
H 2.964 -7.803 -1.031 0.27
H 1.357 -5.949 -0.873 -0.26
H 1.021 -7.246 0.309 0.38
H -0.288 -6.591 -0.694 0.32
B 2.460 3.672 4.129 0.33
O 2.054 2.223 4.283 -0.30
C 1.033 1.998 3.520 0.80
O 0.451 0.936 3.394 -0.70
C 0.657 3.291 2.784 0.39
O -0.261 3.375 2.007 -0.65
O 1.473 4.248 3.137 -0.41
F 3.740 3.763 3.635 -0.26
F 2.346 4.327 5.334 -0.35
K -3.096 1.757 -0.978 0.79
C 6.732 4.537 3.488 0.92
O 6.182 5.117 4.409 -0.32
O 6.559 4.778 2.271 -0.28
O 7.570 3.615 3.613 -0.28
Al 0.217 -2.497 -2.179 0.41
Br -2.419 8.929 3.203 -0.16
C -0.631 8.933 2.433 -0.57
C -0.205 7.553 2.003 -0.66
Br 0.320 6.420 3.492 -0.01
H 0.031 9.360 3.178 0.35
H -0.694 9.603 1.577 0.36
H 0.682 7.614 1.375 0.35
H -0.989 7.021 1.472 0.35
C -7.706 5.183 -3.168 -0.39
C -6.418 5.688 -3.779 -0.16
O -5.482 5.519 -2.710 -0.27
C -5.964 4.557 -1.884 0.55
O -5.350 4.068 -0.992 -0.53
O -7.233 4.230 -2.209 -0.29
H -8.365 4.710 -3.891 0.30
H -8.257 5.966 -2.645 0.27
H -6.095 5.082 -4.629 0.15
H -6.473 6.729 -4.087 0.37
C -5.175 7.019 -7.561 -1.09
C -3.843 7.528 -7.031 0.34
C -2.760 6.465 -7.147 -1.16
O -3.984 7.928 -5.669 -0.53
H -5.511 6.152 -6.984 0.19
H -5.942 7.787 -7.467 0.30
H -5.101 6.728 -8.610 0.40
H -3.544 8.417 -7.586 0.31
H -3.025 5.583 -6.557 0.27
H -1.814 6.841 -6.759 0.32
H -2.615 6.158 -8.184 0.37
H -4.245 7.154 -5.160 0.30
Cl 4.822 -0.970 3.756 -0.52
```

---

2.
C33H53As2IO8PS4SbV | ωB97M-V/def2-TZVPD

Computed properties:
Orbital gap (spin up / spin down) ... 6.52 / 7.17 eV
2S+1 ... 2
LUMO (spin up / spin down) ... -1.56 / -0.90 eV
HOMO (spin up / spin down) ... -8.08 / -8.07 eV

```
104
Properties=species:S:1:pos:R:3:lowdin_spin:R:1
V -0.340 2.914 -0.673 1.12
S 4.200 4.239 -0.668 0.01
Sb 2.284 4.349 -1.821 0.01
S 1.190 2.110 -1.971 -0.07
S 0.451 4.807 -0.105 -0.08
S 2.011 5.465 -3.738 0.02
C -0.303 4.471 5.150 0.00
C -1.607 4.389 4.335 0.00
C -1.357 3.836 2.919 0.00
C -0.209 2.817 2.967 0.00
C 1.107 3.575 3.257 0.00
C 0.871 4.760 4.216 0.00
P -0.072 1.758 1.466 0.00
C -1.389 0.451 1.613 0.00
C -2.771 0.937 1.120 0.00
C -3.865 -0.060 1.500 0.00
C -4.030 -0.150 3.032 0.00
C -2.741 0.250 3.764 0.00
C -1.509 -0.233 3.000 0.00
C 1.493 0.761 1.667 0.00
C 2.758 1.477 1.177 0.00
C 3.908 0.477 1.085 0.00
C 4.185 -0.216 2.446 0.00
C 3.204 0.239 3.528 0.00
C 1.737 0.167 3.088 0.00
H -0.121 3.526 5.672 0.00
H -0.389 5.242 5.918 0.00
H -2.056 5.382 4.254 0.00
H -2.329 3.754 4.857 0.00
H -1.075 4.641 2.242 0.00
H -2.280 3.409 2.536 0.00
H -0.413 2.121 3.784 0.00
H 1.526 3.953 2.328 0.00
H 1.834 2.889 3.696 0.00
H 0.655 5.668 3.643 0.00
H 1.782 4.954 4.784 0.00
H -1.050 -0.288 0.890 0.00
H -2.737 1.059 0.040 0.00
H -3.027 1.907 1.544 0.00
H -3.607 -1.042 1.092 0.00
H -4.806 0.240 1.037 0.00
H -4.297 -1.174 3.307 0.00
H -4.852 0.490 3.361 0.00
H -2.741 -0.174 4.769 0.00
H -2.695 1.340 3.880 0.00
H -1.585 -1.315 2.854 0.00
H -0.625 -0.070 3.606 0.00
H 1.314 -0.050 0.957 0.00
H 3.038 2.303 1.830 0.00
H 2.593 1.893 0.198 0.00
H 4.792 1.011 0.741 0.00
H 3.661 -0.265 0.319 0.00
H 5.199 0.011 2.782 0.00
H 4.137 -1.303 2.344 0.00
H 3.449 1.261 3.825 0.00
H 3.326 -0.382 4.418 0.00
H 1.152 0.694 3.844 0.00
H 1.411 -0.877 3.104 0.00
I -1.729 4.411 -2.944 0.02
C -2.237 3.187 -1.252 -0.03
H -2.876 3.783 -0.610 0.00
H -2.767 2.325 -1.652 0.00
C 2.615 -2.750 1.187 0.00
O 1.847 -2.703 -0.027 0.00
C 0.669 -3.351 -0.024 0.00
O 0.176 -3.861 0.947 0.00
C -0.005 -3.222 -1.365 0.00
C -0.210 -4.257 -2.171 0.00
As -1.299 -4.249 -3.802 0.00
C 0.003 -5.130 -4.976 0.00
C -0.866 -2.418 -4.414 0.00
C -0.639 -1.359 -3.636 0.00
As -0.588 -1.368 -1.669 0.00
C -2.504 -1.745 -1.396 0.00
C -0.664 0.098 -4.022 0.00
O -1.223 0.872 -3.282 0.00
O 0.029 0.450 -5.084 0.00
C 0.061 1.855 -5.440 0.00
C -1.128 -2.396 -5.905 0.00
O -2.122 -2.898 -6.370 0.00
O -0.151 -1.888 -6.646 0.00
C -0.393 -1.914 -8.066 0.00
C 0.194 -5.657 -1.800 0.00
O -0.428 -6.623 -2.166 0.00
O 1.308 -5.721 -1.067 0.00
C 1.694 -7.032 -0.614 0.00
H 3.199 -1.835 1.217 0.00
H 3.276 -3.613 1.159 0.00
H 1.965 -2.820 2.052 0.00
H 0.053 -6.180 -4.704 0.00
H 0.985 -4.671 -4.891 0.00
H -0.355 -5.053 -6.002 0.00
H -2.850 -2.465 -2.132 0.00
H -3.072 -0.823 -1.497 0.00
H -2.643 -2.166 -0.401 0.00
H -0.562 1.996 -6.323 0.00
H 1.093 2.098 -5.664 0.00
H -0.303 2.475 -4.628 0.00
H 0.480 -1.462 -8.519 0.00
H -1.290 -1.349 -8.307 0.00
H -0.520 -2.937 -8.412 0.00
H 2.735 -6.953 -0.326 0.00
H 1.564 -7.762 -1.404 0.00
H 1.086 -7.314 0.243 0.00
```

---

For the records above, the corresponding max |F| values read 0.0880 0.0197 hartree/bohr.